Record 1
{"formula": "C4H5ClN2O", "method": "ωB97M-V/def2-TZVPD", "species": ["H", "Cl", "H", "H", "O", "C", "N", "C", "C", "C", "H", "H", "N"], "xyz": [[-0.411439, -2.226531, 1.461594], [-2.399997, -0.942539, -0.330248], [2.230799, -0.006612, -0.404995], [-1.309865, 0.233374, 1.426353], [-0.984445, 2.632970, 0.349027], [-0.923514, -0.225712, 0.513478], [0.984904, -1.556891, 0.135209], [1.378265, -0.596576, -0.709027], [-0.080910, -1.455918, 0.784449], [-0.192105, 1.955981, -0.259281], [0.614796, 2.378340, -0.884211], [1.301935, -0.805447, -1.767141], [-0.208426, 0.615567, -0.315212]], "forces_ev_per_a": [[-0.096, -0.115, 0.112], [-0.105, 0.012, 0.115], [0.063, 0.143, 0.051], [0.032, 0.014, -0.153], [-0.268, 0.428, 0.317], [-0.436, 0.200, 0.108], [0.316, -1.036, 0.397], [-2.016, 2.215, 0.177], [-0.041, 0.260, -0.103], [0.099, 0.163, -0.219], [-0.046, 0.110, 0.087], [-0.076, -0.031, -0.087], [2.575, -2.363, -0.803]], "nbo_charge": [0.215, -0.106, 0.214, 0.247, -0.604, -0.086, -0.396, 0.044, 0.170, 0.524, 0.105, 0.220, -0.547], "lumo_energy_ev": 0.2, "orbital_gap_ha": 0.366, "max_force_ev_per_a": 3.59, "total_energy_ha": -800.301073, "spin_multiplicity": 1, "relative_energy_kcal_mol": 49.3}

Record 2
{"formula": "C4H5ClN2O2", "method": "ωB97M-V/def2-TZVPD", "species": ["H", "H", "C", "H", "Cl", "C", "O", "N", "O", "N", "C", "H", "C", "H"], "xyz": [[-0.846771, -1.089253, 0.856946], [1.123668, -1.606242, 0.296152], [-2.869963, -0.487295, 0.710014], [1.956110, 0.738785, -1.267872], [2.644172, -0.499420, 1.256733], [-1.575750, -0.314798, 0.705292], [0.433792, 2.302286, -1.015856], [1.169658, 0.168373, -0.825841], [-4.004655, -0.633016, 0.628208], [-0.887231, 0.909957, 0.213961], [0.203840, 1.168820, -0.535574], [-1.531133, 1.724944, 0.207472], [1.812647, -0.927298, -0.208817], [2.371619, -1.455849, -1.020814]], "forces_ev_per_a": [[-0.563, -0.551, 0.530], [-0.389, -0.352, -1.159], [1.117, 0.191, -0.726], [-1.749, -0.874, 0.412], [1.836, 0.638, 1.122], [2.890, 1.099, -1.134], [-0.948, -2.124, 1.088], [1.620, 2.299, -1.848], [-1.291, -0.130, 0.385], [-3.259, 0.599, 0.963], [1.828, 0.806, -0.880], [1.052, -0.710, 0.018], [-2.204, -1.353, 0.004], [0.061, 0.463, 1.225]], "nbo_charge": [0.248, 0.199, 0.685, 0.407, -0.060, -0.368, -0.646, -0.664, -0.406, -0.602, 0.784, 0.416, -0.223, 0.229], "lumo_energy_ev": -0.1, "orbital_gap_ha": 0.329, "smiles": "O=C=CNC(=O)NCCl", "max_force_ev_per_a": 3.45, "total_energy_ha": -875.546421, "spin_multiplicity": 1, "relative_energy_kcal_mol": 54.6}

Record 3
{"formula": "C4H5ClN2O3S", "method": "ωB97M-V/def2-TZVPD", "species": ["H", "N", "C", "C", "C", "O", "O", "H", "N", "C", "Cl", "H", "H", "S", "H", "O"], "xyz": [[0.902840, -0.620579, 1.851176], [1.742858, 1.051875, -1.990724], [1.292384, 1.005141, -0.717231], [0.081593, 0.351290, -0.663666], [0.835487, 0.443899, -2.711440], [-1.530181, 1.087812, 1.290243], [-0.743359, -0.801103, 3.093579], [-1.045864, 0.123195, 3.109847], [-0.186959, -0.003479, -1.957656], [-0.117104, -1.023220, 1.892465], [2.146592, 1.659773, 0.585385], [-1.027802, -0.495869, -2.222193], [-0.137344, -2.085596, 1.658816], [-1.071796, -0.095269, 0.613776], [0.901204, 0.319155, -3.772959], [-2.042549, -0.917024, -0.059417]], "forces_ev_per_a": [[-0.030, -0.059, -0.095], [0.432, 0.261, 0.214], [-0.612, -0.366, -0.292], [-0.034, -0.129, 0.742], [-0.180, -0.058, 0.082], [0.228, 0.151, 0.270], [-0.327, 0.096, 0.508], [0.081, -0.083, 0.082], [-0.193, -0.164, -0.095], [0.053, 0.396, -0.587], [0.261, 0.216, 0.342], [0.074, -0.005, -0.111], [-0.009, 0.038, -0.163], [0.312, 0.082, -0.583], [-0.128, -0.092, -0.237], [0.074, -0.285, -0.078]], "nbo_charge": [0.194, -0.446, 0.089, -0.279, 0.196, -0.934, -0.691, 0.498, -0.487, -0.271, 0.067, 0.451, 0.217, 2.125, 0.212, -0.941], "lumo_energy_ev": 0.5, "orbital_gap_ha": 0.376, "smiles": "O=S(=O)(CO)c1[nH]cnc1Cl", "max_force_ev_per_a": 0.77, "total_energy_ha": -1349.009828, "spin_multiplicity": 1, "relative_energy_kcal_mol": 0.0}

Record 4
{"formula": "C4H5ClS2", "method": "ωB97M-V/def2-TZVPD", "species": ["C", "H", "C", "C", "H", "H", "S", "H", "C", "S", "H", "Cl"], "xyz": [[-2.313258, -0.535083, -0.174084], [-2.624895, 0.440894, -0.632279], [0.227400, 0.741372, -0.097087], [1.728417, 0.601906, 0.076440], [1.996417, 1.343370, 0.879133], [-3.082718, -2.372369, 0.827489], [-0.526196, 2.165101, 0.066001], [2.197192, 1.037323, -0.766437], [-3.340855, -1.394262, 0.176802], [-0.550200, -0.761228, -0.130511], [-4.390207, -1.343764, 0.215832], [2.665667, -1.061824, 0.036234]], "forces_ev_per_a": [[-3.064, 0.582, -0.420], [0.504, -0.927, 0.386], [-0.483, -0.504, 1.113], [0.937, 0.497, 0.161], [0.076, -1.569, -0.132], [-0.087, 2.062, -1.813], [0.318, 0.547, -0.318], [0.219, 0.511, -1.089], [4.934, -1.891, 2.346], [-0.845, -2.197, -0.034], [-1.056, 1.189, -0.800], [-1.453, 1.700, 0.601]], "nbo_charge": [-0.395, 0.241, -0.366, -0.403, 0.264, 0.191, 0.012, 0.243, -0.364, 0.441, 0.222, -0.084], "lumo_energy_ev": -0.6, "orbital_gap_ha": 0.307, "smiles": "C=CSC(=S)CCl", "max_force_ev_per_a": 5.78, "total_energy_ha": -1411.894255, "spin_multiplicity": 1, "relative_energy_kcal_mol": 43.5}

Record 5
{"formula": "C4H5CuO6", "method": "ωB97M-V/def2-TZVPD", "species": ["O", "C", "O", "H", "O", "H", "H", "C", "C", "O", "O", "Cu", "C", "O", "H", "H"], "xyz": [[-1.049040, 2.633033, -2.349345], [-1.209577, 1.430111, -2.414956], [1.179153, -1.029706, 2.707819], [0.317690, -2.092282, 0.326116], [1.885623, 1.003001, 2.245353], [-0.068091, -1.195485, -1.829925], [-0.998412, -1.049320, 1.055054], [-0.191023, -1.124949, 0.318230], [1.468944, -0.141941, 1.936270], [-0.527405, 0.695809, -1.144203], [-1.740798, 0.646613, -3.177832], [2.056129, 1.275528, 3.896103], [-0.678459, -0.709826, -1.054669], [0.807686, -0.113310, 0.670227], [-1.731274, -1.003531, -1.155727], [0.478856, 0.776255, -0.028514]], "forces_ev_per_a": [[-0.342, 0.338, -0.642], [1.222, -3.323, 2.572], [0.778, -0.791, -1.636], [-0.391, 0.156, 0.047], [0.680, -0.074, -5.314], [-0.297, 0.137, 0.105], [0.372, -0.222, -0.009], [0.017, -0.001, 0.735], [-2.817, 0.669, 3.051], [-0.473, 1.917, -1.032], [0.241, 1.536, 0.152], [0.710, 0.919, 4.578], [-0.087, -0.864, -0.955], [-0.380, 1.164, -2.645], [0.279, -0.002, -0.108], [0.490, -1.559, 1.103]], "nbo_charge": [-0.195, 0.968, -0.607, 0.247, -0.858, 0.207, 0.222, -0.075, 0.983, -0.664, -0.304, 0.923, -0.113, -0.559, 0.226, 0.599], "lumo_energy_ev": [-4.4, -8.9], "orbital_gap_ha": [0.341, 0.176], "s_squared": 0.765, "max_force_ev_per_a": 5.36, "total_energy_ha": -2246.904968, "spin_multiplicity": 2, "total_charge": 1, "relative_energy_kcal_mol": 71.4}

Record 6
{"formula": "C4H5DyLiO", "method": "ωB97M-V/def2-TZVPD", "species": ["H", "Li", "Dy", "C", "O", "H", "C", "C", "H", "H", "C", "H"], "xyz": [[2.503594, 0.791880, 0.140239], [-1.106726, -2.143763, 1.546785], [1.856099, -1.237636, 0.961352], [1.471773, 0.888277, -0.177912], [-0.149161, -1.726383, 0.067602], [-2.154101, 1.055671, -0.415743], [-0.778359, -0.728515, -0.566027], [0.152374, 0.562543, -0.252994], [1.871073, 1.593524, -0.874394], [-1.428917, 1.102445, 1.098055], [-1.237776, 0.753457, 0.085321], [-0.999874, -0.911501, -1.612285]], "forces_ev_per_a": [[0.176, -1.864, 0.475], [-0.997, -0.435, -0.202], [-0.021, -0.977, -0.423], [0.092, 1.346, -1.381], [0.337, -3.054, 2.580], [0.523, 0.485, -0.938], [2.631, 4.223, 2.541], [-0.903, -1.555, -1.855], [-1.061, 2.756, 0.020], [0.497, -0.460, 0.515], [-0.931, -1.122, -1.302], [-0.344, 0.658, -0.029]], "mulliken_charge": [0.311, 0.966, 1.692, -0.871, -1.098, 0.305, -0.116, 0.585, 0.313, 0.307, -0.812, 0.418], "lumo_energy_ev": [-9.0, -9.3], "orbital_gap_ha": [0.250, 0.243], "s_squared": 12.117, "max_force_ev_per_a": 5.59, "total_energy_ha": -1122.410434, "spin_multiplicity": 7, "total_charge": 2, "relative_energy_kcal_mol": 0.0}

Record 7
{"formula": "C4H5ErO2", "method": "ωB97M-V/def2-TZVPD", "species": ["H", "Er", "O", "C", "O", "C", "C", "H", "H", "H", "C", "H"], "xyz": [[-0.760934, -0.607104, 0.333038], [0.845118, 3.141320, 0.234618], [-2.145978, 1.001970, 0.578768], [1.388880, -0.280661, 0.024679], [1.722840, 0.991607, 0.285302], [1.967337, -0.451466, -1.203156], [-1.948110, -0.235021, 0.532576], [1.383657, -0.909148, -2.002818], [1.604563, -0.995436, 0.832826], [2.919920, -0.013154, -1.508153], [-3.198781, -0.736508, 0.489560], [-3.778508, -0.906398, 1.402760]], "forces_ev_per_a": [[-3.209, 0.199, 0.582], [0.284, -1.812, 0.042], [-0.163, 0.380, 0.177], [2.094, 1.652, 2.802], [-2.048, 1.933, 1.527], [0.127, -1.783, -4.844], [4.429, 0.112, -0.797], [0.242, 0.012, -0.130], [-0.831, 0.086, 0.194], [-0.152, -0.310, 0.455], [-0.888, -0.568, 0.188], [0.114, 0.099, -0.196]], "nbo_charge": [0.168, 1.554, -0.609, 0.066, -0.911, -0.267, 0.177, 0.190, 0.185, 0.200, 0.046, 0.201], "lumo_energy_ev": [-5.5, -5.5], "orbital_gap_ha": [0.137, 0.246], "s_squared": 6.032, "max_force_ev_per_a": 5.16, "total_energy_ha": -1320.280791, "spin_multiplicity": 5, "total_charge": 1, "relative_energy_kcal_mol": 183.7}

Record 8
{"formula": "C4H5F", "method": "ωB97M-V/def2-TZVPD", "species": ["C", "C", "F", "C", "H", "H", "C", "H", "H", "H"], "xyz": [[1.161979, -0.112816, -0.073784], [2.603250, -0.069242, 0.020474], [-2.348906, -0.457556, 0.021697], [0.029290, 0.004501, -0.132209], [-1.058895, 0.924134, 1.089532], [3.009710, -1.010900, -0.253164], [-1.319970, 0.549531, 0.045455], [2.977002, 0.767980, -0.482173], [2.818816, 0.007762, 1.125905], [-1.453776, 1.197184, -0.834986]], "forces_ev_per_a": [[6.972, -0.459, -0.075], [-0.852, -0.960, 2.892], [1.206, 1.395, 0.306], [-7.400, 0.269, -0.612], [-2.065, 0.411, -1.201], [0.703, -0.616, -0.708], [1.102, -1.601, 0.307], [0.848, 1.000, -0.869], [0.138, 0.201, -1.059], [-0.652, 0.360, 1.019]], "nbo_charge": [0.023, -0.675, -0.367, -0.078, 0.217, 0.238, -0.030, 0.236, 0.229, 0.206], "lumo_energy_ev": 0.9, "orbital_gap_ha": 0.398, "smiles": "CC#CCF", "max_force_ev_per_a": 7.43, "total_energy_ha": -255.171222, "spin_multiplicity": 1, "relative_energy_kcal_mol": 38.1}

Record 9
{"formula": "C4H5F", "method": "ωB97M-V/def2-TZVPD", "species": ["C", "H", "H", "C", "C", "H", "H", "F", "C", "H"], "xyz": [[0.631950, -0.231664, -0.149075], [2.080032, 0.920644, 0.949230], [-2.571902, -1.013974, -0.555786], [-1.989900, -0.227389, -0.001251], [2.022402, 0.326068, 0.024950], [2.144922, 1.000157, -0.891270], [-2.233810, 0.770266, -0.395397], [2.892753, -0.709951, -0.005615], [-0.557740, -0.438381, -0.019062], [-2.418705, -0.395778, 1.043277]], "forces_ev_per_a": [[-0.486, 0.419, 1.194], [0.209, -0.398, -0.254], [0.728, 0.809, 0.022], [-1.861, -1.614, 0.920], [-2.343, 0.470, -1.951], [0.416, -0.740, 1.290], [-0.018, -0.416, 0.269], [1.150, -0.245, 0.190], [1.515, 1.006, -0.558], [0.691, 0.711, -1.122]], "nbo_charge": [-0.064, 0.190, 0.239, -0.693, 0.004, 0.183, 0.242, -0.343, 0.005, 0.237], "lumo_energy_ev": 0.9, "orbital_gap_ha": 0.391, "smiles": "CC#CCF", "max_force_ev_per_a": 3.09, "total_energy_ha": -255.189558, "spin_multiplicity": 1, "relative_energy_kcal_mol": 26.6}

Record 10
{"formula": "C4H5F2IrLiO2", "method": "ωB97M-V/def2-TZVPD", "species": ["C", "F", "Ir", "C", "C", "O", "H", "H", "H", "Li", "H", "H", "C", "F", "O"], "xyz": [[-0.510141, -1.569829, 0.405171], [1.060102, -0.634024, -2.142192], [-1.034076, 1.367402, 0.630308], [-1.744513, -1.976884, 0.698748], [1.113362, 1.422429, -1.000727], [0.712928, 2.105914, 0.156718], [0.466980, 1.742601, -1.852187], [0.367176, -2.223972, 0.369277], [-2.582450, -1.278250, 0.725648], [1.925237, 2.446452, 1.382387], [-1.927611, -3.040343, 0.845862], [2.137774, 1.677061, -1.331391], [1.037157, -0.085404, -0.782823], [-0.677631, 0.368485, 2.269073], [-0.344299, -0.321642, -0.373874]], "forces_ev_per_a": [[-0.976, -0.502, -1.994], [0.835, 0.293, 2.684], [-5.522, 2.378, 0.588], [0.663, 0.393, -0.256], [1.182, 0.517, -0.314], [3.735, 0.880, -0.746], [0.144, -0.718, 0.452], [-0.289, 0.497, 0.018], [0.240, -0.277, -0.269], [-0.436, 0.000, 0.173], [0.194, 0.362, 0.594], [-0.111, -0.062, 0.254], [-3.949, 0.091, -4.027], [0.965, -0.830, 1.674], [3.326, -3.021, 1.171]], "nbo_charge": [0.118, -0.381, 0.642, -0.425, -0.212, -1.008, 0.226, 0.197, 0.233, 0.955, 0.220, 0.176, 0.627, -0.770, -0.598], "lumo_energy_ev": [-1.2, -1.9], "orbital_gap_ha": [0.149, 0.207], "s_squared": 8.758, "max_force_ev_per_a": 6.04, "total_energy_ha": -617.172298, "spin_multiplicity": 6, "relative_energy_kcal_mol": 0.0}